A structure of composition C33H46BF3N6PbSi2Te, computed with ωB97M-V/def2-TZVPD.

Computed properties:
E_tot ... -2977.8338 Ha
HOMO ... -1.411 eV
Spin multiplicity ... 1
Total charge ... -2
E_LUMO ... 3.682 eV
Gap between HOMO and LUMO ... 5.1 eV
Energy above the lowest of the compared OMol25 structures with the same formula, charge and spin ... 1.8647 eV

Positions of all 93 atoms, in Å:
1 Pb 11.6508 11.2900 13.1647
2 C 12.0446 10.2461 19.6654
3 N 12.2953 10.3607 18.2156
4 C 11.6131 9.4170 17.3823
5 C 11.8088 11.6493 17.7658
6 C 12.5315 12.8410 18.3073
7 C 11.7237 13.6959 19.0883
8 C 12.3321 14.8191 19.6655
9 C 13.6918 15.1546 19.4446
10 C 14.4526 14.3115 18.6184
11 C 13.8694 13.1500 17.9469
12 H 10.9626 10.2595 19.9695
13 H 12.4921 11.1815 20.1356
14 H 12.5340 9.3460 20.1094
15 H 10.4924 9.5021 17.4738
16 H 11.6938 8.4251 17.7800
17 H 11.8763 9.5197 16.3116
18 H 10.7138 11.5844 18.0279
19 H 11.7486 11.5616 16.6092
20 H 10.7157 13.5361 19.3551
21 H 11.6821 15.4034 20.3414
22 H 14.1306 16.0161 19.9635
23 H 15.4313 14.5437 18.3896
24 C 13.1789 8.5194 10.7301
25 Si 12.1570 10.1401 10.7714
26 C 10.7588 9.9833 9.4640
27 C 13.2108 11.2965 9.8599
28 C 14.1827 10.8673 8.9342
29 C 14.9311 11.8338 8.2257
30 C 14.6773 13.1623 8.4232
31 C 13.7501 13.5461 9.3534
32 C 12.9298 12.6700 10.0324
33 Si 11.8459 13.3078 11.4398
34 C 10.1613 13.9552 10.6806
35 C 12.7076 14.8236 12.0552
36 H 13.1688 7.9319 9.7765
37 H 12.6725 7.8322 11.4987
38 H 14.2165 8.6917 11.0462
39 H 9.8007 10.2291 9.9993
40 H 10.6265 9.0122 8.9221
41 H 11.0393 10.7675 8.8235
42 H 14.3726 9.8155 8.7916
43 H 15.6422 11.5831 7.4872
44 H 15.2090 13.9183 7.7791
45 H 13.5665 14.6399 9.4033
46 H 10.3892 14.7465 10.0003
47 H 9.4091 14.1892 11.4939
48 H 9.6892 13.2788 9.8997
49 H 13.1185 15.4833 11.3021
50 H 13.3997 14.5640 12.8063
51 H 12.0186 15.4967 12.5275
52 B 8.2192 7.9809 12.7311
53 N 7.8322 9.4463 13.0124
54 C 6.6683 9.8941 13.4933
55 C 6.7190 11.2436 13.7029
56 C 7.9370 11.6279 13.1521
57 N 8.6281 10.5443 12.7690
58 N 8.4560 7.3365 14.1632
59 C 7.8257 6.2600 14.6187
60 C 8.0798 6.0512 15.9475
61 C 8.9298 7.1125 16.1819
62 N 9.1958 7.8949 15.1252
63 H 9.2053 7.9169 11.9830
64 H 7.2238 7.4199 12.2417
65 H 5.9485 9.1698 13.8869
66 H 5.8343 11.7898 14.0481
67 H 8.3713 12.6008 13.0209
68 H 7.1196 5.7861 13.9393
69 H 7.8062 5.2196 16.6186
70 H 9.4419 7.3336 17.0692
71 F 18.3019 13.4576 15.2692
72 C 17.7807 13.5296 14.0096
73 F 18.6818 13.0698 13.1335
74 F 17.6763 14.8531 13.6696
75 C 16.4733 12.7951 13.8037
76 C 16.3118 12.1515 12.6035
77 C 15.1551 11.4051 12.4657
78 N 14.1730 11.4680 13.4361
79 C 14.3455 12.1698 14.5432
80 C 15.5518 12.8391 14.7743
81 H 17.0961 12.0884 11.8852
82 H 14.9213 10.8964 11.5354
83 H 13.5803 12.1852 15.2857
84 H 15.7277 13.3080 15.7692
85 C 14.1138 8.4441 14.3537
86 Te 16.1057 8.6677 15.0774
87 C 15.5680 9.8120 16.8030
88 H 13.5007 7.6841 14.8898
89 H 14.2750 8.1080 13.3437
90 H 13.5406 9.4287 14.4027
91 H 15.2454 10.8502 16.5376
92 H 16.4753 9.8040 17.4623
93 H 14.6870 9.3416 17.1837



A structure of composition C33H46CrN6, computed with ωB97M-V/def2-TZVPD.

Computed properties:
E_tot ... -2657.8876 Ha
HOMO (spin up / spin down) ... -1.579 / -1.167 eV
Spin multiplicity ... 4
Total charge ... -1
E_LUMO (spin up / spin down) ... 2.579 / 2.577 eV
Gap between HOMO and LUMO (spin up / spin down) ... 4.2 / 3.7 eV
<S²> ... 3.841

Positions of all 86 atoms, in Å:
1 Cr 0.6313 0.1734 0.3509
2 N 1.2702 -2.9155 3.3503
3 N 0.5317 -2.2721 -1.2960
4 C 1.4445 2.0682 -0.1286
5 C 2.5402 1.1785 0.1744
6 C 2.3954 0.7516 1.5404
7 C 3.3525 -0.0953 2.3366
8 H 4.2083 -0.4144 1.7315
9 H 2.8640 -1.0194 2.7021
10 H 3.7084 0.4110 3.2384
11 C 1.2472 1.4058 2.0960
12 C 0.9960 1.5902 3.5528
13 H 1.2867 2.6197 3.8518
14 H 1.5813 0.8867 4.1707
15 H -0.0753 1.4423 3.7691
16 C 0.6216 2.1842 1.0586
17 C -0.4718 3.1760 1.2635
18 H -1.2389 2.7932 1.9521
19 H -0.9636 3.4235 0.3144
20 H -0.0774 4.1113 1.6899
21 C 3.6712 0.8450 -0.7402
22 H 4.4976 1.5668 -0.6411
23 H 3.3437 0.8558 -1.7897
24 H 4.0722 -0.1535 -0.5162
25 C 1.2901 2.8796 -1.3636
26 H 0.2320 3.1100 -1.5373
27 H 1.6670 2.3253 -2.2303
28 H 1.8439 3.8281 -1.3002
29 C 0.6482 -3.8636 4.0748
30 H 1.1278 -4.0705 5.0765
31 C -0.5507 -4.5040 3.6258
32 H -1.0587 -5.2018 4.3215
33 C -1.0364 -4.2228 2.3263
34 H -1.9690 -4.7229 1.9646
35 C -0.3249 -3.2824 1.5392
36 H -0.5303 -3.1383 0.4645
37 C 0.7503 -2.4903 2.1103
38 C 1.4417 -1.5003 1.4001
39 H 2.4348 -1.9031 1.0252
40 C 0.4130 -0.9825 -1.5141
41 C 1.0466 -2.8553 -2.3637
42 H 1.4031 -3.8253 -2.1745
43 C 1.0719 -2.0831 -3.4625
44 H 1.2296 -2.3316 -4.5722
45 N 0.5604 -0.8561 -2.9509
46 C 0.3457 0.3081 -3.7317
47 C 1.3461 0.6298 -4.6813
48 C 1.1490 1.7431 -5.5049
49 H 1.9246 1.9696 -6.2426
50 C -0.0139 2.5089 -5.3650
51 C -0.2113 3.6478 -6.2994
52 H -0.7523 4.4591 -5.8042
53 H -0.7837 3.3296 -7.1812
54 H 0.7690 4.0008 -6.6363
55 C -0.9854 2.2209 -4.3973
56 H -1.8881 2.8234 -4.2710
57 C -0.8158 1.1126 -3.5594
58 C -1.8313 0.7753 -2.5029
59 H -2.1596 -0.2795 -2.5004
60 H -2.7186 1.3908 -2.6891
61 H -1.4768 1.0298 -1.4823
62 C 2.5941 -0.1942 -4.6873
63 H 2.4316 -1.2248 -5.0375
64 H 3.0865 -0.2357 -3.6978
65 H 3.2789 0.2797 -5.3854
66 C -1.1276 -0.8524 4.1445
67 N -1.8280 0.0434 3.2098
68 C -2.7294 1.0562 3.7914
69 C -2.0548 -0.4289 1.9157
70 N -1.1827 -0.2802 0.9289
71 N -3.2242 -1.0566 1.6889
72 C -3.9765 -1.6457 2.7902
73 C -3.5714 -1.5800 0.3696
74 H -1.6799 -1.8002 4.3325
75 H -0.9920 -0.3446 5.1157
76 H -0.1439 -1.0933 3.7023
77 H -3.1804 1.6426 2.9758
78 H -3.5316 0.6560 4.4392
79 H -2.0995 1.7268 4.3934
80 H -1.4765 -0.7043 0.0509
81 H -4.9670 -1.9052 2.4039
82 H -3.4850 -2.5601 3.1694
83 H -4.0863 -0.9249 3.6058
84 H -3.5488 -0.7865 -0.3957
85 H -2.9325 -2.4322 0.0660
86 H -4.5988 -1.9470 0.4676